[1]
Density functional theory data (ωB97M-V with the def2-TZVPD basis set) for 2 unconnected molecules or ions with the total composition C22H25N3O.

Cartesian coordinates (Å):
C  5.13250  -0.58024  3.66782
N  4.15988  -1.51697  3.15516
C  3.87830  -2.59236  4.08522
C  3.18374  -1.07455  2.24470
C  3.38572  -1.35970  0.86933
C  2.45560  -0.97593  -0.06629
C  1.27945  -0.24844  0.30424
C  0.42329  0.20849  -0.72658
C  -0.67181  1.10382  -0.66456
C  -1.67678  1.04117  -1.68458
C  -2.80240  1.83121  -1.61824
C  -2.91991  2.80116  -0.59013
N  -4.06644  3.59434  -0.59592
C  -5.38550  3.00035  -0.38416
C  -4.00680  5.00183  -0.24311
C  -1.91556  2.90359  0.41083
C  -0.82953  2.05308  0.37543
C  1.00946  -0.12719  1.69996
C  1.97567  -0.44509  2.63873
H  5.50910  0.06110  2.86581
H  4.67860  0.04021  4.45520
H  5.95952  -1.13714  4.11503
H  3.35797  -3.41691  3.58581
H  4.82501  -2.95903  4.49581
H  3.27074  -2.22155  4.92421
H  4.30503  -1.87865  0.58621
H  2.63242  -1.16490  -1.12997
H  0.71070  -0.12005  -1.72301
H  -1.53029  0.34641  -2.49914
H  -3.59465  1.79358  -2.37968
H  -5.44780  2.00693  -0.85290
H  -5.59635  2.91357  0.70356
H  -6.14962  3.66609  -0.81589
H  -3.16875  5.48090  -0.76440
H  -4.94712  5.46878  -0.55407
H  -3.89167  5.13046  0.84569
H  -2.02542  3.62742  1.22800
H  -0.04208  2.15445  1.11054
H  0.04512  0.26704  2.01211
H  1.83031  -0.20269  3.69588
N  -0.13241  -1.88402  -2.39180
C  0.92797  -2.24857  -3.22153
O  2.01907  -1.64048  -3.19223
C  0.70723  -3.40819  -4.09412
C  -0.47781  -4.09406  -4.05849
C  -1.50879  -3.68448  -3.18364
C  -1.26865  -2.55525  -2.37587
H  1.53531  -3.62798  -4.76066
H  -0.62061  -4.94758  -4.71833
H  -2.47065  -4.19439  -3.10403
H  -2.05031  -2.18960  -1.68195

Output
* Kohn-Sham gap: 4.267 eV
* net charge: 0
* energy above the lowest of the compared OMol25 structures with the same formula, charge and spin: 478.4 kJ/mol


[2]
Density functional theory data (ωB97M-V with the def2-TZVPD basis set) for a molecular structure, C4H8ClN.

Cartesian coordinates (Å):
C  -0.37994  -0.78213  0.35729
C  -0.46897  0.70377  0.33172
C  0.79609  -1.54091  -0.22200
C  0.60599  1.61240  -0.21651
N  -1.20040  -0.10300  -0.58852
Cl  -3.35025  -0.11889  0.10231
H  -0.85752  -1.26550  1.20149
H  -1.02432  1.14725  1.14957
H  0.69396  -2.60528  -0.02940
H  1.71994  -1.18879  0.23578
H  0.85321  -1.38343  -1.29701
H  1.34075  1.79925  0.56541
H  0.17080  2.56154  -0.51875
H  1.10067  1.16371  -1.07138

Output
* Kohn-Sham gap: 8.610 eV
* net charge: 0
* energy above the lowest of the compared OMol25 structures with the same formula, charge and spin: 234.8 kJ/mol


[3]
Density functional theory data (ωB97M-V with the def2-TZVPD basis set) for a gas-phase ion, C5H11N2 (charge +1).

Cartesian coordinates (Å):
C  -2.20331  1.08647  0.13759
N  -1.14112  0.13848  0.01795
C  -1.54879  -1.27231  -0.23948
N  0.01511  0.62180  0.21047
C  1.32571  -0.44388  0.09078
C  2.31372  0.32759  -0.74503
C  2.54404  0.16230  0.69435
H  -2.41040  1.45128  -0.81367
H  -2.16665  2.00290  0.74701
H  -3.06464  0.53901  0.55420
H  -0.99231  -1.93802  -0.94399
H  -2.63100  -1.44737  -0.25165
H  -1.48216  -1.62620  0.73106
H  1.07898  -1.44095  -0.04074
H  1.87593  1.27119  -1.08235
H  2.82658  -0.15859  -1.50895
H  3.41485  -0.37226  1.04431
H  2.24547  1.09857  1.39817

Output
* Kohn-Sham gap: 9.949 eV
* net charge: +1
* SMILES string: C[N+](C)=NC1CC1
* energy above the lowest of the compared OMol25 structures with the same formula, charge and spin: 437.4 kJ/mol


[4]
Density functional theory data (ωB97M-V with the def2-TZVPD basis set) for a molecular structure, C11H29F3O9V.

Cartesian coordinates (Å):
O  -0.48759  -0.17205  0.34343
V  0.67240  0.84313  0.16107
O  1.97685  0.23404  -0.52141
C  0.18429  3.01867  -1.78694
O  0.11896  1.63009  -2.09054
O  0.19890  2.99014  -0.42222
C  1.45421  3.69542  -2.34852
F  1.21020  4.14313  -3.59606
F  1.86448  4.73675  -1.63685
F  2.50039  2.86750  -2.45345
C  -0.60406  1.21298  -3.24772
C  -0.72602  -0.30250  -3.19677
H  -0.80504  -0.72307  -2.19131
H  -1.55273  -0.62113  -3.83607
H  0.15258  -0.84889  -3.55305
H  0.08278  1.46112  -4.06723
H  -1.57580  1.64546  -3.49960
H  -0.71372  3.43268  -2.26197
C  0.78143  0.33381  3.86985
C  1.78884  1.18482  3.05789
C  2.85374  0.19020  2.56215
O  1.11296  1.83627  2.02988
H  0.18947  -0.33338  3.25126
H  0.13369  0.95734  4.49533
H  1.30365  -0.23918  4.65059
H  2.36185  1.91121  3.64767
H  3.38978  -0.13598  3.46316
H  3.64064  0.69813  1.99875
H  2.40880  -0.63057  2.00110
C  2.55652  -2.63103  -2.54325
O  2.99498  -2.88219  -3.86870
H  2.99523  -1.74274  -2.09603
H  1.47912  -2.42668  -2.45085
H  2.62225  -3.49442  -1.87088
H  2.38533  -3.54174  -4.21100
C  -2.93945  -0.07595  3.16487
O  -3.54559  1.20226  3.09991
H  -3.07389  -0.59298  4.12295
H  -3.32079  -0.78755  2.41876
H  -1.88470  -0.01529  2.90525
H  -4.48861  1.00862  3.07673
C  0.57533  -3.35143  2.11680
O  0.56546  -2.96020  0.74171
H  -0.42206  -3.40474  2.55452
H  1.09910  -4.31792  2.13002
H  1.20791  -2.69820  2.71525
H  -0.10505  -3.49419  0.31088
C  -3.93421  0.37255  -1.47052
O  -3.71027  0.09576  -0.09860
H  -4.24318  -0.56465  -1.94788
H  -4.69474  1.13555  -1.61326
H  -3.02412  0.71429  -1.96925
H  -3.01049  -0.56325  -0.03985

Output
* Kohn-Sham gap: 7.825 eV
* net charge: -1


[5]
Density functional theory data (ωB97M-V with the def2-TZVPD basis set) for C4H6N2O in the gas phase.

Cartesian coordinates (Å):
C  -0.31835  0.42923  -2.17367
O  0.70817  0.28289  -1.17820
C  0.25857  0.02668  0.04032
N  -0.98725  -0.06146  0.36635
C  -0.93259  -0.23793  1.76241
N  0.21028  -0.20572  2.34390
C  1.14732  -0.22829  1.22656
H  -0.89899  -0.49437  -2.24906
H  0.19501  0.64505  -3.11207
H  -0.99401  1.24550  -1.90228
H  -1.84651  -0.43145  2.31463
H  2.08526  0.33038  1.29917
H  1.37309  -1.30050  1.26194

Output
* Kohn-Sham gap: 10.460 eV
* net charge: 0
* SMILES string: COC1=NC=NC1
* energy above the lowest of the compared OMol25 structures with the same formula, charge and spin: 145.4 kJ/mol


[6]
Density functional theory data (ωB97M-V with the def2-TZVPD basis set) for 2 unconnected molecules or ions with the total composition C2H3F2NO2.

Cartesian coordinates (Å):
C  -0.10096  0.06280  1.84290
C  0.44710  0.53347  -1.34236
N  -0.40351  -0.57392  -1.53911
O  0.15326  -1.52253  -2.04210
O  -1.61743  -0.50894  -1.23524
F  0.02013  1.49496  -0.53603
F  1.72046  0.21620  -1.00966
H  -0.07229  1.13579  1.95819
H  0.82663  -0.35338  1.99373
H  -0.97339  -0.48445  1.90970

Output
* Kohn-Sham gap (alpha / beta): 10.268 / 6.712 eV
* net charge: 0
* energy above the lowest of the compared OMol25 structures with the same formula, charge and spin: 604.6 kJ/mol


[7]
Density functional theory data (ωB97M-V with the def2-TZVPD basis set) for 7 unconnected molecules or ions with the total composition C38H68ClFN2O12S.

Cartesian coordinates (Å):
N  -1.94046  -4.16324  -0.23469
C  -0.51867  -4.20958  -0.51019
O  0.09988  -5.21312  -0.29230
C  0.12694  -2.93578  -1.02336
C  1.12532  -2.37836  0.00514
C  1.48403  -0.97267  -0.42540
C  2.52039  -0.77919  -1.31875
C  2.85045  0.48862  -1.76999
S  4.19147  0.52248  -2.93554
O  5.18361  1.48376  -2.63710
O  4.64011  -0.82235  -3.07543
F  3.44016  0.87468  -4.24716
C  2.10199  1.57531  -1.31373
C  1.05037  1.39880  -0.41151
C  0.75401  0.12064  0.04299
N  -0.32651  -0.11862  0.97832
C  0.12768  -0.12383  2.12067
O  0.46512  -0.11884  3.21254
C  0.24612  2.61157  -0.00929
O  -0.22921  2.80394  1.07462
C  0.10766  3.62059  -1.09987
Cl  -1.35088  4.52414  -1.21343
C  1.10247  3.79524  -1.96046
C  2.34084  2.99108  -1.79455
O  3.42068  3.46569  -2.00426
H  -2.28070  -3.37164  -0.77500
H  -2.02865  -3.89039  0.74278
H  -0.65270  -2.17974  -1.12953
H  0.57056  -3.05013  -2.00968
H  2.03252  -2.97549  -0.00310
H  0.66164  -2.34536  0.98169
H  3.06545  -1.64657  -1.65851
H  1.08207  4.49435  -2.78272
C  -3.08649  -6.48960  -6.05244
C  -1.80398  -5.75990  -5.69233
O  -1.83115  -5.13729  -4.42042
C  -2.03991  -5.99340  -3.30812
C  -0.97757  -7.06797  -3.15278
H  -3.93649  -5.80648  -6.01930
H  -3.01486  -6.91042  -7.05591
H  -3.29741  -7.30949  -5.36489
H  -1.63368  -4.95682  -6.41018
H  -0.94244  -6.43290  -5.76851
H  -3.04010  -6.43814  -3.35105
H  -2.01684  -5.35623  -2.42720
H  -0.95423  -7.74748  -4.00631
H  -1.17135  -7.65984  -2.25826
H  0.01151  -6.61628  -3.06340
C  1.16172  2.71272  5.05709
C  1.05001  3.84379  4.05926
O  1.65601  5.05861  4.45509
C  3.05170  5.00659  4.70803
C  3.87393  4.57157  3.50725
H  0.73419  2.98505  6.02353
H  0.62245  1.85562  4.65710
H  2.19797  2.41654  5.23304
H  -0.00661  4.07383  3.91414
H  1.43722  3.52440  3.08494
H  3.26123  4.36916  5.57139
H  3.34261  6.01851  4.99283
H  3.62667  3.55844  3.18591
H  4.93538  4.59270  3.75360
H  3.69698  5.23862  2.66088
C  6.31328  3.26794  8.85432
C  5.68197  2.80174  7.55361
O  5.69124  3.77705  6.52703
C  6.96386  4.24481  6.11681
C  7.87585  3.15808  5.57397
H  5.81144  4.16431  9.22120
H  6.23456  2.48729  9.61146
H  7.37036  3.50801  8.73322
H  4.63096  2.56881  7.72870
H  6.15272  1.87575  7.20489
H  7.45123  4.78805  6.93387
H  6.77003  4.97615  5.33132
H  8.10735  2.40320  6.32631
H  8.81747  3.59214  5.23671
H  7.40396  2.65063  4.73106
C  -6.86017  -0.45344  0.94589
C  -5.71254  -0.93455  0.07473
O  -4.91990  0.10835  -0.46263
C  -4.27966  0.95561  0.47510
C  -3.32243  0.22800  1.40332
H  -7.50742  0.22074  0.38360
H  -7.45216  -1.30181  1.29044
H  -6.50785  0.08552  1.82636
H  -6.11449  -1.47113  -0.78489
H  -5.08556  -1.64843  0.62249
H  -5.02218  1.52298  1.04700
H  -3.72317  1.68427  -0.11582
H  -3.83758  -0.50940  2.02342
H  -2.82770  0.93800  2.06771
H  -2.57060  -0.29466  0.82688
C  0.21651  7.69033  3.18902
C  1.19688  8.80931  2.88798
O  0.58828  10.05382  2.58385
C  -0.23181  10.60822  3.59379
C  0.49372  10.88022  4.90105
H  -0.46557  7.54592  2.34803
H  0.75232  6.75913  3.37406
H  -0.39019  7.90372  4.07080
H  1.78236  8.54659  2.00615
H  1.91082  8.92718  3.71148
H  -1.10870  9.97309  3.76401
H  -0.60441  11.54896  3.18716
H  0.87947  9.96584  5.35328
H  -0.18430  11.34609  5.61723
H  1.33944  11.54928  4.73491
C  -6.53572  -9.77005  -10.15142
C  -5.44601  -8.83511  -9.65438
O  -4.86399  -9.23031  -8.42605
C  -4.23187  -10.49686  -8.41000
C  -3.08531  -10.62832  -9.39830
H  -7.32639  -9.86336  -9.40572
H  -6.96873  -9.38546  -11.07532
H  -6.15457  -10.77162  -10.35487
H  -5.87495  -7.84942  -9.47274
H  -4.67211  -8.70244  -10.41895
H  -4.96908  -11.29282  -8.56443
H  -3.84871  -10.62143  -7.39694
H  -3.41899  -10.51870  -10.43086
H  -2.61691  -11.60829  -9.30184
H  -2.33180  -9.86162  -9.21155

Output
* Kohn-Sham gap: 7.674 eV
* net charge: 0